Entry from the Open Molecules 2025 dataset: a 12-piece molecular cluster, C4H34N2O11 overall at a distorted geometry (the ωB97M-V functional and the def2-TZVPD basis).

Output
**Energy**: -1109.8542 hartree
**Frontier orbital gap**: 9.04 eV

Structure (XYZ):
```
51
Properties=species:S:1:pos:R:3:forces:R:3:nbo_charge:R:1
C -1.64139 3.45924 0.74038 0.679 0.198 -0.827 -0.45
N -0.77743 2.57998 -0.13973 -0.654 0.983 1.777 -0.67
C -0.68918 1.12860 0.29941 0.993 1.615 -1.288 -0.26
C 0.66990 0.47276 -0.09837 -0.969 2.180 2.126 -0.24
N 1.56985 0.48800 1.06961 1.753 -0.138 -0.662 -0.70
C 2.86494 1.05923 0.73438 2.747 1.567 1.132 -0.44
H -1.01609 4.14014 1.36780 -0.628 -1.117 0.432 0.20
H -2.43317 2.87185 1.18618 0.188 -0.025 0.875 0.20
H -2.17319 4.20346 0.15064 -0.127 -0.040 -0.612 0.19
H 0.07617 3.11822 -0.06822 0.650 -0.816 -0.516 0.36
H -0.75303 1.08808 1.38348 -0.749 -0.563 0.098 0.20
H -1.45381 0.71776 -0.35001 -0.451 -0.754 0.957 0.24
H 0.46644 -0.56403 -0.30191 0.065 -0.229 -1.165 0.19
H 1.09908 1.18709 -0.82643 -0.163 -1.253 -0.507 0.20
H 1.29373 1.03863 1.87200 -0.929 -0.226 -0.222 0.41
H 3.15335 1.25968 -0.29636 -0.893 -0.382 -0.493 0.19
H 2.96448 2.08398 1.19075 -0.158 -0.683 -0.294 0.18
H 3.82648 0.57505 1.09433 -1.405 -0.261 0.075 0.20
H -0.81767 -1.68929 -3.90325 -0.493 0.298 0.091 0.49
H -1.45287 -0.67455 -2.83898 -0.132 -0.211 -0.244 0.51
O -0.68941 -1.21637 -3.07384 0.697 -0.012 0.201 -0.99
H -1.17836 2.52101 -2.28426 0.052 -0.025 0.314 0.48
H 0.05174 1.70528 -2.61728 0.058 -0.328 0.001 0.45
O -0.32648 2.57540 -2.72099 0.276 0.313 -1.224 -0.94
H -0.55799 -2.31257 1.27245 0.076 -0.188 -0.236 0.49
H -1.51517 -3.44312 0.82741 0.224 -0.008 0.061 0.49
O -1.49014 -2.54749 1.17980 -0.191 0.030 -0.258 -0.96
H 1.47193 -0.49627 -3.85660 -0.308 -0.226 -0.758 0.47
H 2.74265 -0.25779 -3.27682 0.775 -0.199 -0.340 0.47
O 2.40074 -0.62649 -4.10724 -0.425 0.887 0.631 -0.93
H -2.04447 -1.48762 3.66640 0.160 -0.176 -0.024 0.46
H -0.66372 -1.78532 3.09287 0.298 -0.016 -0.036 0.47
O -1.19706 -1.89879 3.87702 -0.531 0.266 0.770 -0.95
H 1.83384 -1.32579 2.15895 -0.149 -0.393 -0.600 0.51
H 1.29649 -2.83495 2.15723 0.682 0.202 -0.404 0.51
O 1.36685 -2.01715 2.65934 -0.521 0.321 0.798 -1.01
H 0.99456 -2.13187 -2.37455 -0.104 -0.039 -0.334 0.49
H 2.28073 -2.39424 -3.24446 -0.542 0.271 0.540 0.50
O 1.88510 -2.50003 -2.35790 0.572 -0.555 -0.382 -1.00
H -3.76520 1.39925 -0.59780 -0.015 -0.358 -0.316 0.48
H -2.81463 2.47425 -1.03807 -0.302 -0.407 -0.473 0.47
O -3.40608 1.78646 -1.40793 0.277 0.759 0.539 -0.95
H 0.85438 -0.31919 3.62137 -0.010 0.119 -0.172 0.50
H 0.22135 0.61638 4.58648 0.085 0.306 -0.341 0.48
O 0.66936 0.62998 3.72493 -0.213 -0.400 0.776 -0.98
H -2.57580 -1.54434 0.12697 -0.059 0.084 -0.387 0.50
H -3.44135 -1.50151 -1.18539 0.060 -0.025 0.284 0.47
O -2.97337 -0.95237 -0.54551 -0.107 -0.112 -0.013 -0.99
H 2.34159 -3.55363 -0.41143 0.034 0.560 -0.664 0.50
H 1.69807 -2.10399 -0.21531 0.653 0.006 -0.712 0.49
O 1.75323 -3.00098 0.09846 -0.824 -0.797 2.025 -0.99
```
Positions in Å, forces in eV/Å.